No. 1
Molecular formula: C29H42FLuN6O4PS
Method: DFT, the ωB97M-V functional and the def2-TZVPD basis

```
85
Properties=species:S:1:pos:R:3:forces:R:3:lowdin_charge:R:1
C 3.706450 5.389295 -0.596290 -0.6 0.0 -0.2 -0.1034
C 2.303446 6.013074 -0.635117 0.1 0.0 0.0 -0.2721
C 2.007736 6.778739 -1.927877 0.8 0.1 0.1 -0.2094
C 2.178177 5.964824 -3.228622 -0.6 0.2 0.3 -0.1953
C 1.657174 4.525657 -3.168609 -0.1 0.3 -0.7 -0.2331
C 0.143179 4.398471 -3.390773 0.2 -0.9 0.6 -0.1832
C -0.261087 2.941799 -3.036740 -0.1 0.3 -0.5 -0.2156
C -1.430581 2.403202 -3.876864 -0.4 0.4 0.3 -0.1954
C -2.832301 2.613805 -3.270442 0.1 -0.5 0.4 -0.1786
C -2.955961 2.141188 -1.790542 -0.5 -0.5 -0.8 -0.1776
C -4.047274 1.049088 -1.666811 1.1 0.1 -0.2 -0.1587
C -3.492690 -0.206923 -2.400853 -0.6 -0.4 1.3 -0.3285
C -3.352426 -1.459432 -1.444393 0.0 0.9 -1.5 -0.2958
C -2.147103 -1.310581 -0.467827 -1.1 -0.2 -0.7 -0.1234
C -1.069168 -2.351153 -0.853549 -0.1 0.2 0.4 -0.0823
C 0.110825 -2.435570 0.058048 -0.4 0.0 -1.1 0.0225
C 1.399414 -2.345608 -0.525433 0.5 -0.1 -0.9 -0.1781
N 1.543189 -2.145224 -1.924298 -0.3 0.9 1.4 0.1041
C 2.043246 -1.036536 -2.174881 0.0 -0.7 -1.1 -0.7471
S 2.666134 0.269138 -2.645526 0.2 0.6 0.0 0.9765
C 2.528725 -2.453436 0.231152 0.0 -1.2 0.1 0.1065
C 2.406327 -2.664032 1.612210 1.0 0.6 1.2 -0.1164
N 3.496993 -2.784206 2.381479 -1.9 -1.7 0.4 0.2690
C 4.203518 -3.885434 2.321636 2.4 0.4 -1.4 -0.2179
C 5.327186 -4.045943 1.326454 0.3 0.3 1.2 0.0357
C 3.985446 -5.005821 3.254330 -0.9 -0.3 -0.1 0.0484
C 1.104843 -2.741999 2.263989 1.2 1.2 0.0 -0.1066
N 1.096199 -2.963880 3.574614 -0.8 0.0 -0.6 0.2172
C -0.126794 -3.022479 4.054285 -1.2 -0.2 1.9 -0.1494
P -0.211609 -3.330489 5.899857 3.1 -1.0 2.5 0.5107
N 1.150379 -3.917939 6.333154 -0.4 0.8 -0.9 -0.1316
O -1.366553 -4.396574 6.232202 -0.4 1.1 -1.3 -0.0990
O -0.489550 -1.960056 6.668783 -1.4 -0.8 -0.8 -0.0972
C -1.298394 -2.866402 3.272059 -0.1 0.0 -0.6 -0.1151
C -2.689859 -2.878394 3.859602 -0.9 0.4 0.6 -0.3483
O -2.980633 -2.305041 4.870740 0.7 -0.5 -0.4 0.1915
N -3.695832 -3.604714 3.075371 -0.3 0.9 0.4 0.1719
C -4.459712 -2.655353 2.321206 0.1 0.1 -2.6 -0.4698
O -4.451294 -2.589933 1.116592 0.1 -0.2 1.7 0.1308
F -5.192853 -1.790527 3.005921 0.3 -0.6 0.4 0.1839
N -1.248089 -2.691601 1.978431 0.0 -0.3 0.2 0.2454
C -0.007110 -2.623829 1.454080 -1.0 0.1 -0.3 -0.1251
H 3.863160 4.851696 0.339423 0.1 0.1 0.0 0.0676
H 3.798170 4.672203 -1.415601 0.3 0.1 0.0 0.0542
H 4.463259 6.165785 -0.700453 0.1 -0.1 0.0 0.0825
H 2.225536 6.708453 0.203766 -0.2 -0.1 0.0 0.1073
H 1.548330 5.231733 -0.487683 0.0 0.0 0.1 0.0896
H 1.038313 7.276622 -1.871029 -0.1 -0.2 0.0 0.1068
H 2.739784 7.592392 -1.973631 -0.1 0.1 -0.1 0.1131
H 3.212905 5.999108 -3.568935 0.0 -0.2 0.2 0.1106
H 1.598141 6.482625 -3.999235 0.2 0.0 -0.1 0.1131
H 1.919975 3.990921 -2.252183 0.1 0.2 0.1 0.0831
H 2.137268 3.975624 -3.988314 0.0 -0.1 0.1 0.1160
H -0.427723 5.052747 -2.727580 0.1 0.3 -0.2 0.1196
H -0.114908 4.622598 -4.426281 0.0 0.1 0.0 0.1160
H -0.458660 2.940512 -1.960775 -0.1 -0.3 0.0 0.1017
H 0.585940 2.266076 -3.184280 0.1 0.2 -0.1 0.0532
H -1.427745 2.908177 -4.845049 0.1 -0.1 -0.1 0.1152
H -1.301993 1.336125 -4.108385 0.1 0.0 0.2 0.0924
H -3.529868 2.016906 -3.872982 -0.1 0.3 -0.1 0.0995
H -3.171242 3.646423 -3.337606 0.2 0.0 -0.1 0.1242
H -3.165727 2.980268 -1.133335 0.2 -0.1 0.2 0.1264
H -2.020815 1.637097 -1.533449 0.1 0.4 0.4 0.0804
H -4.223000 0.777592 -0.625090 -0.2 0.1 0.0 0.1207
H -4.969272 1.385343 -2.141360 -0.1 0.0 0.2 0.1209
H -2.565460 -0.006293 -2.943719 -0.1 0.0 -0.2 0.1134
H -4.283892 -0.436212 -3.183539 2.2 5.5 1.5 -0.1836
H -3.177272 -2.386184 -2.085518 0.0 0.2 0.6 0.0063
H -4.306207 -1.581599 -0.912014 0.2 -0.3 0.1 0.0806
H -1.800255 -0.279563 -0.533492 0.4 -0.1 0.0 0.1214
H -2.570918 -1.460018 0.515546 0.3 -0.1 0.1 0.0780
H -1.511582 -3.358317 -0.888955 -0.2 0.1 0.3 0.1605
H -0.750732 -2.145112 -1.875061 0.3 0.0 0.1 0.1192
H 3.524080 -2.384883 -0.180361 0.0 0.1 -0.2 0.1478
H 4.939100 -4.523520 0.419872 -0.2 0.0 0.1 0.1271
H 5.783098 -3.088555 1.084250 0.0 0.0 -0.1 0.1097
H 6.062649 -4.713175 1.776969 0.1 0.0 -0.3 0.1124
H 4.759054 -4.911035 4.031704 -0.1 0.2 0.1 0.1526
H 4.171622 -5.968665 2.771953 0.2 0.1 -0.2 0.1240
H 2.994123 -5.014791 3.705350 0.1 0.2 0.3 0.0910
H 1.603087 -3.323851 7.021161 0.3 -0.4 0.0 0.0131
H -1.585191 -4.898089 5.434385 -0.3 -0.4 0.4 0.0852
H -1.390319 -1.998752 7.037015 0.0 0.6 0.1 0.0998
H -4.360898 -3.981863 3.757226 0.2 0.0 0.2 0.1625
Lu -4.761271 -1.890998 -3.598707 -2.1 -5.8 -1.7 1.6050
```
Forces are in eV/Å.

Computed properties:
F_max   6.379 eV/Å
Charge   +3
HOMO level   -14.871 eV

---

No. 2
Molecular formula: C29H43AlCl2F5N3O5Si
Method: DFT, the ωB97M-V functional and the def2-TZVPD basis

```
89
Properties=species:S:1:pos:R:3:forces:R:3:lowdin_charge:R:1
C -4.179933 1.393169 0.889978 -0.1 0.2 -0.4 -0.0438
C -4.345390 -0.095838 0.917773 -0.6 -0.7 -0.6 -0.2644
H -4.348315 1.805673 -0.124212 0.2 0.0 0.4 0.0858
H -3.162801 1.624362 1.228045 -0.3 0.3 -0.1 0.0734
H -4.933953 1.842383 1.581094 0.7 -0.1 -0.5 0.0966
C -5.595807 -0.616002 0.804096 0.7 0.3 0.6 -0.1720
C -6.793031 0.069467 0.215144 -0.4 0.9 0.0 -0.1024
H -5.817580 -1.568920 1.251112 0.2 -0.3 -0.4 0.0907
H -6.514630 0.571567 -0.736428 -0.2 -0.1 0.6 0.0710
H -7.234482 0.823933 0.901636 0.3 -0.1 -0.4 0.0780
H -7.637018 -0.612864 -0.013241 0.7 0.1 0.2 0.0751
Al -0.212915 0.243483 1.042498 -0.6 0.4 0.5 -0.2510
Cl -0.497524 -0.182178 3.193865 0.2 0.0 0.0 0.3838
C 1.943252 -1.610701 1.214840 -0.8 0.5 -0.5 -0.1860
O 1.146755 -0.907475 0.507913 1.1 -0.9 0.2 0.0237
N 2.775776 -2.511741 0.719281 -0.4 0.7 0.2 -0.1386
C 3.005101 -2.689580 -0.706023 -0.5 -0.2 -0.4 -0.0006
C 3.417412 -3.452226 1.626844 -0.3 -0.3 0.4 -0.0146
H 1.936284 -1.486407 2.304902 -0.1 -0.2 -0.2 0.1456
H 3.326013 -1.755283 -1.173844 0.0 -0.1 0.1 0.1008
H 2.088052 -3.025871 -1.206606 0.1 0.1 0.1 0.0986
H 3.763429 -3.471704 -0.811979 -0.1 0.4 -0.2 0.0891
H 3.912920 -2.931848 2.434459 0.4 0.1 0.1 0.0962
H 4.108260 -4.063694 1.051257 0.1 0.1 0.3 0.0883
H 2.671012 -4.101871 2.091512 0.1 -0.1 -0.2 0.1041
H 5.660547 1.585461 -0.470081 -0.3 -0.1 -0.2 0.0974
H 7.469276 3.448295 -0.790946 -0.1 0.2 0.0 0.0970
C 5.152282 2.112636 -1.289490 0.0 0.0 0.3 -0.0403
C 6.753837 3.958349 -1.446396 -0.1 -0.1 0.0 -0.0556
N 5.413119 3.524431 -1.158600 -0.4 0.3 -0.2 -0.2029
H 4.073171 1.989468 -1.239898 0.0 -0.3 0.1 0.0763
C 4.413004 4.406417 -0.907951 -0.5 -0.3 0.1 -0.2903
O 3.247815 4.089077 -0.669144 0.9 0.3 -0.4 -0.0108
H 6.763283 5.029163 -1.283402 0.5 0.2 -0.1 0.0825
H 4.753253 5.469790 -0.948501 -0.2 -0.5 0.1 0.1477
H 5.539378 1.736526 -2.245996 -0.1 0.1 0.1 0.0929
H 7.008291 3.713673 -2.483105 0.1 0.2 0.0 0.0915
H 1.464761 3.912177 -2.235020 0.0 0.2 0.2 0.0694
H -1.717602 1.405548 -2.894344 0.0 0.0 -0.2 0.0866
C 1.088917 3.269533 -3.017160 0.6 -0.3 -0.1 -0.0277
C -0.850525 1.784871 -3.430125 0.3 0.2 0.1 -0.0075
N 0.120818 2.326737 -2.468662 0.2 -0.2 0.0 -0.1267
H 1.950919 2.741965 -3.439981 -0.1 0.0 -0.1 0.0994
C 0.299432 1.890006 -1.230675 -0.1 -0.1 0.2 -0.1641
O -0.500961 1.128418 -0.627649 0.6 0.1 -0.4 0.0463
H -0.388920 1.005305 -4.058056 -0.1 0.1 0.5 0.0987
H 1.218172 2.205088 -0.711324 -0.3 0.3 -0.2 0.1543
H 0.632137 3.861186 -3.806730 -0.1 0.0 0.1 0.0912
H -1.093893 2.596499 -4.117093 -0.4 0.0 0.2 0.0892
O -1.814384 -0.606042 0.581914 -1.2 -0.5 -1.5 -0.2363
C -3.067556 -0.919888 1.250999 -0.2 1.2 2.2 -0.3284
C -4.315401 -3.111951 0.690921 0.1 -0.8 -0.3 -0.1179
C -3.436363 -2.376842 1.512542 -0.5 -0.1 -1.0 -0.1995
H -4.815994 -2.656850 -0.169018 0.5 -0.2 0.4 0.0709
C -4.569763 -4.472866 0.933156 0.2 -0.3 0.5 -0.0780
H -2.812401 -0.515856 2.224496 -0.3 -0.2 0.7 0.0710
C -2.966093 -2.973776 2.665806 0.0 -0.6 -0.5 -0.0297
H -5.165437 -5.128144 0.285977 0.1 0.7 0.0 0.1109
C -4.034025 -5.087887 2.068665 0.4 0.6 0.7 -0.0929
C -3.259362 -4.312106 2.942935 0.3 0.1 0.4 -0.0765
H -2.335814 -2.340764 3.264969 0.2 -0.2 0.5 0.0801
H -4.224543 -6.130318 2.363800 0.0 0.5 -0.5 0.1029
H -2.851018 -4.736089 3.873001 -0.3 0.0 -0.5 0.1029
Si -2.406021 -2.078300 -1.467280 2.9 -2.9 0.8 0.2123
Cl -3.989045 -0.953257 -2.106356 -0.5 2.2 0.2 0.4764
C -3.315829 -3.574318 -2.157374 -0.1 -0.6 -0.2 -0.2872
C -1.346129 -3.390616 -0.425484 -0.5 0.4 1.6 -0.1774
C -0.847114 -1.542420 -2.411327 -1.3 0.5 -1.1 -0.1904
H -3.154946 -4.529155 -1.658397 0.5 0.0 -0.2 0.0273
H -2.953019 -3.571673 -3.170833 -0.1 -0.6 -0.9 0.0223
H -4.384653 -3.476368 -2.172991 -0.5 0.3 -0.3 -0.0047
H -0.625199 -2.458493 -2.975159 0.3 0.2 0.1 0.0391
H 0.001651 -1.163049 -1.863780 0.1 -0.4 0.6 0.0104
H -1.082618 -0.754541 -3.123520 0.0 -0.2 -0.3 -0.0180
H -1.998610 -4.166558 -0.012789 0.1 0.2 0.0 0.0113
H -0.759623 -3.042949 0.426740 0.2 0.2 -0.1 0.0175
H -0.697810 -3.914784 -1.125992 0.1 0.2 -0.4 0.0290
F 4.998834 5.182442 3.157678 -0.6 -0.5 -0.3 0.0842
C 4.010075 4.341876 2.757441 -0.2 -0.4 -0.3 -0.1370
C 4.265637 2.985468 2.488944 0.6 0.5 0.2 -0.1395
F 5.550803 2.546780 2.579466 -0.6 0.1 0.0 0.0765
C 3.262327 2.112463 2.100980 -0.1 0.4 -0.1 -0.1231
F 3.585751 0.840290 1.731500 0.0 0.4 0.3 0.0702
C 1.919133 2.531139 1.948344 0.9 0.4 0.0 -0.2579
O 1.015629 1.696974 1.579501 -1.5 -0.8 -1.0 -0.0647
C 1.718489 3.925810 2.123538 -0.1 -0.7 0.0 -0.1453
F 0.522744 4.450681 1.828138 -0.2 -0.1 0.1 0.1086
C 2.707160 4.794088 2.537046 0.4 0.3 0.1 -0.1436
F 2.379140 6.097395 2.688216 0.4 -0.6 0.0 0.1023
```
Forces are in eV/Å.

Computed properties:
F_max   4.192 eV/Å
HOMO level   -7.668 eV
Energy relative to the best compared isomer or geometry (same formula, charge and spin)   125.1 kJ/mol

---

no.,total energy (eV),Kohn-Sham gap (eV)
1,-104311.013,1.875
2,-98588.852,7.680